Entry 1:
{"formula": "C5H5N", "method": "ωB97M-V/def2-TZVPD", "symbols": ["N", "C", "C", "C", "C", "C", "H", "H", "H", "H", "H"], "xyz": [[-0.522778, -1.616287, 0.174453], [-1.006086, -0.516275, -0.536865], [0.437158, -0.029212, -0.980250], [0.685060, -0.973081, 0.162969], [-1.177880, 0.626881, 0.410601], [0.416504, 0.582682, 0.374583], [-1.692520, 0.377918, 1.252693], [1.981291, -1.672603, 0.206139], [1.273366, 0.237832, -1.721608], [1.039345, 1.506619, 0.699996], [-1.433460, 1.475526, -0.042711]], "forces_ev_per_a": [[-1.92, 0.30, 0.40], [2.09, -0.99, -0.54], [1.59, 1.16, -0.56], [5.46, -2.82, -1.09], [2.28, -2.82, -0.44], [-0.03, 2.16, 0.51], [-1.29, -0.39, 2.54], [-4.12, 2.37, 0.38], [-2.03, -0.68, 0.75], [-0.73, -1.90, -0.36], [-1.29, 3.61, -1.60]], "lowdin_charge": [0.09, -0.12, -0.14, -0.32, -0.05, -0.13, 0.08, 0.22, 0.16, 0.15, 0.06], "charge": 0, "homo_energy_ev": [-8.683, -8.423], "e_tot_ev": -6747.6713, "e_above_lowest_kcal_mol": 189.9, "fmax_ha_per_bohr": 0.1215, "gap_ev": [8.3, 8.1]}

Entry 2:
{"formula": "C5H5N", "method": "ωB97M-V/def2-TZVPD", "symbols": ["N", "C", "C", "C", "C", "C", "H", "H", "H", "H", "H"], "xyz": [[0.290644, -1.643295, 0.060422], [-1.232643, 0.184317, -0.331592], [1.279696, -0.757881, -0.095201], [-0.944280, -1.119908, 0.040405], [1.067093, 0.622549, -0.001520], [-0.226297, 1.107305, -0.167657], [-2.286889, 0.419519, -0.436819], [-0.490761, 2.150078, -0.033707], [2.294954, -1.148958, -0.147907], [1.882035, 1.294882, 0.235802], [-1.633549, -1.108608, 0.877777]], "forces_ev_per_a": [[-0.31, 0.52, 0.51], [0.13, 0.68, -0.38], [0.11, 0.17, -0.03], [0.50, 1.23, 0.75], [0.06, -0.02, -0.25], [0.19, 0.17, -0.32], [0.16, 0.39, 0.20], [0.27, 0.07, -0.31], [-0.20, -0.03, 0.02], [0.06, -0.10, -0.19], [-0.96, -3.08, 0.00]], "lowdin_charge": [0.07, -0.10, -0.16, -0.18, -0.08, -0.08, 0.11, 0.11, 0.10, 0.10, 0.12], "charge": 0, "homo_energy_ev": -8.741, "e_tot_ev": -6753.9405, "e_above_lowest_kcal_mol": 45.4, "fmax_ha_per_bohr": 0.0627, "smiles": "c1ccncc1", "gap_ev": 9.4}

Entry 3:
{"formula": "C5H5N", "method": "ωB97M-V/def2-TZVPD", "symbols": ["N", "C", "C", "C", "C", "C", "H", "H", "H", "H", "H"], "xyz": [[0.401712, 3.195412, -0.729945], [0.428872, 1.012393, -1.674885], [0.307624, -1.020792, 1.073853], [-0.690105, -0.683313, -0.083668], [0.603513, 2.332214, -1.445272], [-0.317426, 0.435978, -0.906665], [-0.814704, -1.550065, -0.710471], [0.050643, -0.514927, 2.044172], [-1.664301, -0.589128, 0.514246], [1.279858, -0.558721, 0.770062], [0.414314, -2.059051, 1.148573]], "forces_ev_per_a": [[0.57, 2.96, 0.29], [-0.69, -1.19, -0.67], [0.99, 3.10, -0.61], [-1.89, -0.29, 3.01], [0.36, 1.47, 0.36], [0.22, -3.20, -0.24], [-0.06, -0.25, -0.48], [-0.02, -0.74, -0.97], [0.85, 0.28, -1.54], [-0.46, -0.70, 0.41], [0.12, -1.45, 0.45]], "lowdin_charge": [0.15, -0.01, -0.08, -0.23, -0.30, 0.00, 0.11, 0.09, 0.14, 0.09, 0.04], "charge": 0, "homo_energy_ev": -10.147, "e_tot_ev": -6751.7221, "e_above_lowest_kcal_mol": 96.5, "fmax_ha_per_bohr": 0.0693, "smiles": "CCC#CC#N", "gap_ev": 10.2}

Entry 4:
{"formula": "C5H5N", "method": "ωB97M-V/def2-TZVPD", "symbols": ["N", "C", "C", "C", "C", "C", "H", "H", "H", "H", "H"], "xyz": [[1.284399, 1.328295, 1.901624], [0.843495, 1.478908, 0.782105], [-0.561133, -0.915839, -0.554605], [0.194658, -0.003583, -1.059675], [0.705012, 1.357696, -0.519249], [-1.216319, -1.911734, -0.020823], [0.684609, 1.316789, 2.702001], [0.613073, 1.998676, -1.378525], [-0.575826, -2.848912, 0.261944], [0.293268, -0.052549, -2.213641], [-2.265235, -1.747746, 0.098844]], "forces_ev_per_a": [[0.41, -0.05, 0.01], [0.66, -0.08, -0.83], [0.16, -0.82, 0.96], [0.66, 1.88, -2.45], [-1.40, -2.46, -0.83], [2.11, -0.89, 0.03], [-0.56, 0.27, 0.42], [0.38, 1.12, 0.79], [-1.80, 1.74, -0.26], [-0.03, 0.03, 1.94], [-0.60, -0.76, 0.21]], "lowdin_charge": [0.17, -0.20, -0.17, -0.13, -0.09, -0.01, 0.07, 0.09, 0.10, 0.13, 0.04], "charge": 0, "homo_energy_ev": -8.374, "e_tot_ev": -6752.1548, "e_above_lowest_kcal_mol": 86.5, "fmax_ha_per_bohr": 0.0614, "gap_ev": 9.2}

Entry 5:
{"formula": "C5H5N", "method": "ωB97M-V/def2-TZVPD", "symbols": ["N", "C", "C", "C", "C", "C", "H", "H", "H", "H", "H"], "xyz": [[1.717609, 0.586356, 0.013580], [0.969635, 0.070937, 1.026600], [-0.498299, 0.025808, -1.141349], [-0.412475, -0.392652, 1.014033], [0.879004, 0.405459, -1.087817], [-1.376565, -0.558896, -0.008046], [1.182433, 0.909015, -1.905056], [-2.401902, -0.620262, 0.117601], [-0.633410, -0.488870, 2.005481], [1.564701, 0.081670, 2.024607], [-0.990731, -0.018564, -2.059634]], "forces_ev_per_a": [[-4.39, -2.55, -0.15], [1.74, 0.52, 0.69], [-1.09, -2.13, 2.11], [0.40, 0.03, -0.27], [-2.20, 0.07, 2.66], [8.98, 4.04, -1.10], [1.27, 1.09, -3.10], [-1.67, -0.56, -0.15], [-1.24, -0.84, 2.62], [-1.61, -0.15, -1.52], [-0.20, 0.49, -1.79]], "lowdin_charge": [0.07, -0.16, -0.04, -0.11, -0.15, 0.04, 0.05, 0.07, 0.05, 0.13, 0.06], "charge": 0, "homo_energy_ev": -9.340, "e_tot_ev": -6753.2243, "e_above_lowest_kcal_mol": 61.9, "fmax_ha_per_bohr": 0.1927, "smiles": "c1ccncc1", "gap_ev": 9.5}

Entry 6:
{"formula": "C5H5N2", "method": "ωB97M-V/def2-TZVPD", "symbols": ["N", "N", "C", "C", "C", "C", "C", "H", "H", "H", "H", "H"], "xyz": [[-0.033596, 0.510036, -0.134931], [-3.122434, -0.043078, 1.458207], [1.226651, 0.421023, -0.663538], [-2.379661, 0.776865, 0.834330], [-1.104929, 0.566385, 0.293127], [-2.582601, -1.229456, 1.555402], [-1.663998, -1.973839, 1.288080], [-2.742282, 1.795320, 0.686611], [1.545839, -0.623059, -0.664586], [1.918018, 1.012083, -0.056141], [1.225704, 0.811146, -1.685085], [-1.174306, -2.908331, 1.346419]], "forces_ev_per_a": [[-3.75, 0.31, 1.39], [-0.52, 0.57, 0.11], [2.10, -0.08, -0.84], [-2.01, 2.50, 0.14], [3.05, -0.83, -0.92], [1.13, -0.39, -0.55], [-0.35, -1.54, 0.79], [0.06, -0.07, 0.00], [-0.03, 0.08, -0.01], [-0.08, -0.07, -0.05], [-0.03, -0.06, 0.11], [0.44, -0.42, -0.16]], "lowdin_charge": [0.17, 0.14, 0.00, -0.08, 0.12, -0.14, 0.19, 0.15, 0.13, 0.13, 0.13, 0.06], "charge": 1, "homo_energy_ev": [-14.826, -14.825], "e_tot_ev": -8234.2381, "e_above_lowest_kcal_mol": 50.9, "fmax_ha_per_bohr": 0.0780, "smiles": "C#C/N=C\\C#[N+]C", "gap_ev": [8.5, 8.5]}

Entry 7:
{"formula": "C5H5N3", "method": "ωB97M-V/def2-TZVPD", "symbols": ["N", "N", "N", "C", "C", "C", "C", "C", "H", "H", "H", "H", "H"], "xyz": [[1.675367, -0.234389, -0.944932], [2.110112, 0.051914, 0.333825], [0.335245, 1.601344, 0.546885], [0.463301, -0.653758, -1.243491], [-1.648144, -1.227521, 0.205628], [1.396837, 0.995529, 1.005494], [-0.788331, -0.452407, -0.298609], [-0.639506, 1.079973, -0.017927], [-1.425760, 1.809165, -0.556585], [0.400057, -1.230366, -2.120495], [-1.638249, -2.456414, 0.418112], [-2.371641, -0.611223, 0.763299], [2.130713, 1.328153, 1.908798]], "forces_ev_per_a": [[-1.33, -2.15, -0.20], [-2.47, 2.80, 0.22], [-0.71, 2.36, 0.71], [0.93, 1.01, 3.57], [-3.12, -4.40, 3.42], [6.13, -3.30, 1.08], [6.07, 3.36, -2.72], [-3.62, -0.32, -2.96], [1.62, -1.63, 1.34], [-0.48, 0.00, -1.48], [-0.08, 3.68, -1.32], [-0.21, -1.09, 0.14], [-2.73, -0.33, -1.82]], "lowdin_charge": [-0.02, 0.02, 0.05, -0.06, 0.01, -0.24, -0.28, -0.10, 0.16, 0.08, 0.15, 0.07, 0.15], "charge": 0, "homo_energy_ev": -9.089, "e_tot_ev": -9731.1051, "e_above_lowest_kcal_mol": 101.1, "fmax_ha_per_bohr": 0.1448, "smiles": "C=C1C=NC=NN=C1", "gap_ev": 9.2}

Entry 8:
{"formula": "C5H5N3", "method": "ωB97M-V/def2-TZVPD", "symbols": ["N", "N", "N", "C", "C", "C", "C", "C", "H", "H", "H", "H", "H"], "xyz": [[0.243586, 1.541511, 0.137882], [1.121402, 0.496721, 0.109493], [-0.718489, -0.530122, -2.556385], [0.695801, -0.829207, -0.232491], [-0.680197, -0.074147, 1.598984], [-0.194857, -0.743232, -1.530053], [-0.731890, 1.258110, 0.954318], [0.015594, -1.210645, 1.180908], [1.676125, -1.416848, -0.362797], [-0.112144, -2.326017, 1.449540], [1.807864, 0.706610, -0.520032], [-1.226414, -0.049482, 2.675363], [-1.297635, 2.123689, 1.090993]], "forces_ev_per_a": [[-0.54, -0.82, 1.46], [0.46, -0.06, -0.67], [1.10, -0.62, 2.49], [-0.59, -0.91, 1.59], [-1.50, -1.41, 3.57], [0.09, -0.14, -0.78], [2.76, -1.68, -1.54], [-1.96, 1.47, -2.41], [-1.83, 0.65, -0.31], [0.35, 2.33, 0.17], [2.31, 1.21, -1.77], [1.13, -0.52, -2.70], [-1.76, 0.50, 0.91]], "lowdin_charge": [0.05, -0.10, 0.13, -0.28, -0.09, -0.14, -0.14, -0.01, 0.16, 0.13, 0.08, 0.14, 0.08], "charge": 0, "homo_energy_ev": -9.498, "e_tot_ev": -9732.3253, "e_above_lowest_kcal_mol": 73.0, "fmax_ha_per_bohr": 0.0801, "smiles": "N#C[C@@H]1C=CC=NN1", "gap_ev": 9.4}

Entry 9:
{"formula": "C5H5N3", "method": "ωB97M-V/def2-TZVPD", "symbols": ["N", "N", "N", "C", "C", "C", "C", "C", "H", "H", "H", "H", "H"], "xyz": [[2.020082, 0.700023, 0.088417], [-1.578352, 0.800938, -0.012101], [0.952495, -1.408714, -0.008107], [2.129300, -0.661309, -0.010348], [-1.655865, -0.742158, 0.156174], [0.967133, 1.368228, 0.075297], [-0.115055, -0.692349, -0.104655], [-0.198887, 0.674452, 0.100129], [-1.985613, 1.100305, -0.857950], [0.843998, 2.502401, 0.084766], [-1.899074, -1.175022, 1.193611], [-2.543399, -1.297609, -0.533155], [3.063243, -1.169190, -0.172083]], "forces_ev_per_a": [[6.58, -3.44, -0.81], [-1.22, -1.60, 3.02], [2.86, -0.86, -0.85], [-4.40, 1.81, 0.36], [-2.44, -1.72, -1.56], [-4.48, 4.05, 0.73], [-1.38, 0.17, 2.43], [0.02, -0.75, -2.84], [-0.22, 0.55, -1.03], [1.19, -1.24, 0.11], [0.50, 1.34, -1.28], [2.80, 1.53, 1.34], [0.21, 0.16, 0.37]], "lowdin_charge": [0.06, 0.05, 0.12, -0.10, -0.07, -0.15, -0.25, -0.26, 0.09, 0.14, 0.12, 0.15, 0.10], "charge": 0, "homo_energy_ev": -9.007, "e_tot_ev": -9732.9286, "e_above_lowest_kcal_mol": 59.0, "fmax_ha_per_bohr": 0.1453, "gap_ev": 9.8}

Entry 10:
{"formula": "C5H5N3", "method": "ωB97M-V/def2-TZVPD", "symbols": ["N", "N", "N", "C", "C", "C", "C", "C", "H", "H", "H", "H", "H"], "xyz": [[-0.614693, -1.559085, -1.011577], [1.691378, 1.011713, 0.259994], [0.758321, 1.777141, -0.379262], [1.236545, -0.234393, 0.318237], [-0.138320, 1.034185, -1.045363], [-0.127460, -0.371155, -0.440821], [-1.028575, -0.442309, 0.762694], [-1.710350, -0.692666, 1.778112], [-2.258476, -1.119603, 2.782664], [1.907622, -0.881365, 0.878268], [-0.445741, -1.708461, -2.165910], [-1.078028, 1.643818, -1.582467], [-0.361465, -2.304740, -0.233806]], "forces_ev_per_a": [[1.19, -3.02, -3.55], [-0.94, -3.33, 1.12], [-2.49, -0.41, -3.73], [1.56, 2.86, -1.00], [-1.12, 3.22, 1.67], [0.30, 0.89, 2.27], [-2.42, 0.52, 4.29], [0.89, -0.73, -0.34], [1.69, 1.62, -3.39], [-0.74, -0.68, -0.21], [0.09, 0.03, 4.61], [2.75, -2.10, 1.49], [-0.76, 1.14, -3.23]], "lowdin_charge": [0.01, 0.00, -0.01, -0.05, -0.06, -0.56, -0.14, 0.10, 0.11, 0.11, 0.18, 0.17, 0.15], "charge": 0, "homo_energy_ev": -9.402, "e_tot_ev": -9729.3734, "e_above_lowest_kcal_mol": 141.0, "fmax_ha_per_bohr": 0.0963, "smiles": "C#CC1(N)C=NN=C1", "gap_ev": 9.0}

Entry 11:
{"formula": "C5H5N3O", "method": "ωB97M-V/def2-TZVPD", "symbols": ["O", "N", "N", "N", "C", "C", "C", "C", "C", "H", "H", "H", "H", "H"], "xyz": [[-1.173903, 0.422880, -1.021820], [1.207040, -1.588922, 0.321513], [1.984405, -0.778544, -0.604163], [-2.013257, -0.642897, -0.583060], [0.044551, -1.083710, 0.251425], [1.319469, 0.275778, -0.978609], [-0.047914, 1.339117, 0.838191], [-1.308790, -1.511883, 0.063718], [0.032961, 0.384026, -0.240096], [1.703154, 0.925819, -1.747819], [-1.047532, 1.413210, 1.298312], [0.766363, 1.025623, 1.577713], [-1.762138, -2.494261, 0.290019], [0.295587, 2.313764, 0.534681]], "forces_ev_per_a": [[-0.75, -0.24, 0.33], [-0.30, -0.72, -0.93], [0.25, 1.66, -0.15], [1.17, -0.17, -0.48], [0.08, 1.61, -0.12], [0.89, -1.28, 0.69], [1.60, 0.98, 2.88], [-1.40, -0.65, 0.71], [-1.00, -2.96, -2.21], [0.20, 0.20, 0.12], [0.56, -0.23, -0.15], [-1.32, 0.40, -0.43], [0.27, 0.87, 0.08], [-0.25, 0.55, -0.33]], "lowdin_charge": [-0.06, 0.11, 0.08, 0.13, -0.25, -0.05, -0.01, -0.06, -0.49, 0.12, 0.11, 0.13, 0.14, 0.09], "charge": 0, "homo_energy_ev": -9.702, "e_tot_ev": -11779.0241, "e_above_lowest_kcal_mol": 108.3, "fmax_ha_per_bohr": 0.0745, "smiles": "C[C@@]12C=NN=C1C=NO2", "gap_ev": 8.7}

Entry 12:
{"formula": "C5H5N3O", "method": "ωB97M-V/def2-TZVPD", "symbols": ["O", "N", "N", "N", "C", "C", "C", "C", "C", "H", "H", "H", "H", "H"], "xyz": [[1.671979, 0.749193, -2.184785], [1.118666, -1.278542, 1.689752], [-0.912855, 0.204366, -1.016217], [-1.284402, -1.016050, 1.041823], [-0.396348, 1.336193, -0.242069], [0.383198, 0.103874, -0.256684], [-1.794748, -0.432731, -0.003431], [1.687636, 0.188390, -1.084650], [0.200180, -0.795820, 0.898405], [0.764274, -1.972123, 2.384737], [2.493309, -0.424809, -0.684703], [-0.963422, 1.681579, 0.685073], [-0.100147, 2.128664, -0.903186], [-2.867321, -0.472185, -0.324065]], "forces_ev_per_a": [[0.56, -1.08, 2.81], [-1.91, 0.52, -1.93], [-0.52, -1.01, 2.41], [0.82, 1.11, -2.10], [-1.44, 2.05, 0.82], [1.54, 0.34, -0.82], [0.34, -1.51, -0.45], [-2.13, 0.15, -2.35], [-0.11, -1.59, 2.78], [-0.11, 0.99, -0.71], [0.59, 0.22, 0.03], [0.91, -0.68, -1.28], [0.47, 0.32, 0.01], [1.00, 0.16, 0.78]], "lowdin_charge": [0.05, 0.14, 0.07, 0.12, -0.08, -0.33, -0.14, -0.11, -0.32, 0.07, 0.12, 0.15, 0.11, 0.14], "charge": 0, "homo_energy_ev": -10.234, "e_tot_ev": -11781.0297, "e_above_lowest_kcal_mol": 62.1, "fmax_ha_per_bohr": 0.0623, "smiles": "[H]/N=C1\\N=CN2C[C@@]12C=O", "gap_ev": 10.3}